# 1
Formula: C11H38O8
Source: the OMol25 dataset
Level of theory: ωB97M-V/def2-TZVPD

Positions of all 57 atoms, in Å:
1 C -25.93100 -18.79600 7.61900
2 C -24.47700 -18.45500 7.54100
3 O -23.68800 -18.87700 8.60500
4 H -26.10500 -19.86400 7.70000
5 H -26.39000 -18.51400 6.67100
6 H -26.43800 -18.19200 8.37700
7 H -24.27500 -17.40000 7.53100
8 H -24.02400 -18.82900 6.66800
9 H -22.78500 -18.59700 8.33200
10 C -21.00700 -16.47100 9.34500
11 C -19.98900 -17.56100 9.06000
12 O -20.88500 -18.65700 8.77500
13 H -20.58700 -15.69100 9.99100
14 H -21.87300 -16.77700 9.84800
15 H -21.41300 -15.92000 8.49600
16 H -19.34200 -17.83700 9.86800
17 H -19.29800 -17.34000 8.24400
18 H -20.38800 -19.49900 8.89400
19 C -24.23300 -14.84600 8.93100
20 C -24.69900 -15.76000 10.11300
21 O -25.65100 -15.13600 10.93400
22 H -25.10000 -14.74000 8.22800
23 H -23.43500 -15.30500 8.36000
24 H -23.91600 -13.89400 9.37700
25 H -23.84600 -16.03900 10.72400
26 H -25.10000 -16.65700 9.66200
27 H -25.80200 -15.75700 11.68400
28 C -22.48600 -20.33600 11.38700
29 O -23.60100 -19.48100 11.18600
30 H -22.65800 -21.21700 10.73300
31 H -22.45200 -20.70900 12.41400
32 H -21.45900 -20.05200 11.18300
33 H -23.61000 -19.30600 10.22300
34 C -22.15200 -16.71400 5.83500
35 O -23.04200 -15.63700 6.00900
36 H -22.52700 -17.51900 5.14300
37 H -21.87300 -17.16300 6.76400
38 H -21.20800 -16.31100 5.48600
39 H -23.23600 -15.34500 5.07800
40 C -25.93900 -16.63100 4.94900
41 O -25.80900 -15.71500 6.04700
42 H -26.95600 -17.05100 4.90600
43 H -25.19900 -17.46900 4.96400
44 H -25.83200 -16.13400 3.95500
45 H -24.84600 -15.58800 6.20600
46 C -28.14800 -15.33100 7.95700
47 O -27.85700 -14.15000 7.20700
48 H -29.01900 -15.17900 8.63500
49 H -27.29200 -15.70200 8.57600
50 H -28.38300 -16.16300 7.23600
51 H -27.46400 -14.37500 6.35900
52 C -21.61700 -20.35800 5.06500
53 O -22.92000 -20.68200 4.80400
54 H -21.06700 -21.20400 5.32400
55 H -21.46800 -19.54000 5.80600
56 H -21.19000 -19.98700 4.15600
57 H -23.42900 -20.03500 4.32600

Calculated total energy (eV): -28399.12558
Energy relative to the best compared isomer or geometry (same formula, charge and spin) (kJ/mol): 366.7
E_HOMO (eV): -9.51

# 2
Formula: C2H2N2OSi
Source: the OMol25 dataset
Level of theory: ωB97M-V/def2-TZVPD

Positions of all 8 atoms, in Å:
1 C 0.33462 1.11361 -1.67734
2 C 0.76198 -1.18873 1.05475
3 N -0.07484 0.12554 -1.29920
4 N 1.65774 -1.86118 0.83696
5 O -0.88302 1.15952 1.62255
6 Si -0.87579 -0.26476 1.15285
7 H -1.68921 -1.11783 0.18076
8 H 0.76852 2.03382 -1.87133

Calculated total energy (eV): -15009.97297
Energy relative to the best compared isomer or geometry (same formula, charge and spin) (kJ/mol): 83.6
E_HOMO (eV): -11.20

# 3
Formula: CH4OS
Source: the OMol25 dataset
Level of theory: ωB97M-V/def2-TZVPD

Positions of all 7 atoms, in Å:
1 C 1.14768 0.34603 0.50769
2 O -2.20455 -0.82179 -1.04751
3 S 2.14064 0.32307 1.73868
4 H -1.20881 -0.79515 -0.98272
5 H 0.54650 -0.55228 0.58419
6 H -2.52737 -1.08406 -1.91826
7 H 3.00032 1.62510 1.69108

Calculated total energy (eV): -13980.97510
Energy relative to the best compared isomer or geometry (same formula, charge and spin) (kJ/mol): 271.4
E_HOMO (eV): -9.00

What gap between HOMO and LUMO values result from the calculations? In sequence: 9.6; 10.3; 8.8 eV.